C48H85BN3O24S5 | ωB97M-V with the def2-TZVPD basis set

XYZ file:
```
166
Properties=species:S:1:pos:R:3:forces:R:3:mulliken_charge:R:1
O -0.580 -2.660 -1.869 0.2 0.6 1.0 0.219
C -0.570 -1.497 -1.520 0.1 -2.1 -0.9 -0.242
O -0.322 -0.996 -0.327 -0.9 0.9 0.0 -0.479
B -0.451 0.521 -0.421 1.0 -0.7 -0.4 0.002
O -0.715 0.715 -1.893 -0.3 2.1 1.7 -0.112
C -0.774 -0.398 -2.533 0.3 -0.5 -3.3 0.869
O -0.844 -0.519 -3.763 -0.1 0.0 3.0 -0.530
O 0.890 1.052 -0.082 0.4 -0.2 -0.1 -0.107
C 0.837 1.938 0.873 3.8 2.6 0.5 0.315
O 1.831 2.589 1.320 -3.8 -2.4 -1.3 -0.656
C -0.640 2.156 1.137 -2.2 2.6 2.7 0.677
O -1.344 1.244 0.514 0.2 -1.3 -1.5 -0.103
O -1.177 3.038 1.816 1.8 -1.7 -1.4 -0.693
C -0.770 5.462 -1.524 -0.8 0.5 0.1 -0.620
C 0.531 6.039 -1.060 -1.3 -2.0 0.8 0.981
O 1.369 6.457 -1.799 0.9 0.7 -0.6 -0.579
C 0.689 5.971 0.430 0.8 1.2 0.8 -1.117
H -0.726 4.392 -1.725 0.4 0.1 -0.4 -0.305
H -1.163 6.024 -2.372 0.1 -0.4 -0.2 0.438
H -1.488 5.534 -0.707 -0.1 0.1 0.0 0.388
H 0.917 5.040 0.950 0.2 -0.5 -0.8 0.012
H -0.208 6.290 0.961 -0.1 0.4 -0.2 0.406
H 1.508 6.669 0.604 0.0 0.0 0.6 0.405
C 3.234 -2.435 -3.354 0.8 1.7 -0.8 -0.509
C 3.666 -3.712 -2.747 0.2 -0.4 1.5 0.156
O 4.777 -3.822 -2.275 0.1 -0.1 -0.2 -0.638
C 2.657 -4.800 -2.570 -0.8 0.5 0.0 -0.145
H 2.492 -1.837 -2.827 -0.3 -0.6 0.4 -0.153
H 2.910 -2.422 -4.395 -0.1 -0.6 -0.1 0.451
H 4.128 -1.814 -3.308 0.0 0.1 -0.2 0.388
H 2.733 -5.376 -1.648 0.8 -0.3 -0.3 0.330
H 2.677 -5.381 -3.493 -0.3 -0.4 0.2 0.653
H 1.692 -4.308 -2.450 -0.2 -0.1 -0.6 -0.660
C -6.392 0.788 2.267 0.9 0.8 -0.3 -1.201
C -5.272 1.161 1.272 -1.3 -0.7 -1.7 0.562
O -5.213 0.550 0.189 0.7 1.5 2.3 -0.443
C -4.460 2.429 1.639 -0.1 -1.2 -1.3 0.011
H -6.450 -0.272 2.513 0.2 0.1 0.0 0.321
H -7.319 1.074 1.770 -0.1 0.0 0.0 0.381
H -6.248 1.434 3.133 -0.3 -0.4 0.3 0.266
H -3.965 2.227 2.589 0.1 0.3 -0.1 -0.197
H -5.072 3.330 1.685 -0.4 -0.3 0.4 0.620
H -3.774 2.634 0.816 0.4 -0.2 0.3 -0.297
C -1.977 -3.460 -5.122 1.1 -0.7 0.4 0.468
C -1.029 -4.646 -5.311 -2.0 -0.4 0.5 0.617
O -1.516 -5.774 -5.223 1.6 1.0 -0.3 -0.676
C 0.414 -4.322 -5.624 0.3 0.0 -0.1 -0.690
H -2.763 -3.718 -4.411 -0.1 -0.2 -0.4 -0.499
H -2.368 -3.300 -6.127 -0.1 0.7 0.2 0.562
H -1.404 -2.642 -4.685 -0.3 0.4 -0.6 -0.494
H 0.618 -4.454 -6.687 0.0 -0.7 0.0 0.514
H 1.065 -4.931 -4.996 0.0 -0.2 -0.3 0.014
H 0.703 -3.278 -5.501 -0.5 0.1 0.5 0.028
C -2.258 -1.432 2.347 0.2 0.8 0.9 0.173
C -1.460 -1.587 3.620 -1.3 -0.2 1.3 0.649
O -1.654 -1.012 4.683 0.1 0.3 -1.2 -0.676
C -0.570 -2.736 3.538 1.2 -1.3 0.0 -0.595
H -2.799 -2.362 2.175 -0.2 0.1 0.0 0.638
H -1.529 -1.335 1.541 -0.4 0.3 -0.2 -0.442
H -2.929 -0.589 2.512 0.0 0.0 -0.7 -0.184
H -1.168 -3.618 3.308 -0.2 -0.1 -0.1 0.456
H -0.046 -2.960 4.467 0.1 0.3 -0.1 0.452
H 0.105 -2.610 2.691 0.2 -0.1 0.2 -0.412
C -0.480 -5.508 0.423 -0.3 -1.2 1.0 -0.770
C -1.104 -6.216 -0.742 -0.6 0.1 -1.2 0.144
O -2.152 -6.828 -0.642 0.7 0.2 0.2 -0.638
C -0.409 -6.045 -2.085 -0.3 -0.2 0.3 -0.011
H -1.130 -5.721 1.272 -0.3 0.7 0.1 0.376
H -0.236 -4.454 0.288 0.0 -0.2 -0.1 -0.051
H 0.376 -6.120 0.708 0.6 0.3 -0.3 0.609
H 0.547 -6.564 -2.141 0.1 0.0 0.3 0.538
H -0.213 -4.976 -2.173 -0.1 0.0 -0.3 -0.634
H -1.021 -6.432 -2.900 -0.1 0.2 0.1 0.408
C 1.590 2.355 4.522 0.2 0.4 0.2 0.860
C 2.400 2.918 5.599 1.0 0.8 1.2 -0.100
N 3.009 3.408 6.460 -0.8 -0.7 -1.2 -0.582
H 2.198 2.007 3.686 0.0 -0.3 0.3 -0.282
H 1.001 3.178 4.115 -0.3 -0.2 0.1 -0.070
H 0.987 1.566 4.969 -0.2 0.0 -0.4 0.234
C -1.046 1.493 -5.990 0.2 0.8 0.1 -0.271
C -1.186 0.184 -6.554 -0.3 -3.0 -1.8 0.453
N -1.337 -0.875 -7.027 0.4 2.3 1.0 -0.550
H -0.649 2.242 -6.675 0.0 -0.3 -0.4 0.461
H -0.329 1.435 -5.171 -0.5 0.1 0.3 -0.206
H -2.052 1.833 -5.742 0.2 0.1 0.6 0.169
C -3.609 1.947 -2.481 -0.2 -0.9 0.1 -0.076
C -2.965 3.111 -3.100 -0.4 -0.2 0.2 0.104
N -2.495 4.043 -3.586 -0.2 -0.4 0.0 -0.566
H -3.754 1.127 -3.184 0.2 0.2 -0.5 0.325
H -4.607 2.099 -2.069 0.1 0.6 0.0 0.559
H -3.025 1.483 -1.686 0.2 0.5 0.1 -0.288
C -1.737 2.498 6.147 -0.3 -0.4 0.8 -0.538
C -1.948 3.063 4.750 0.0 0.1 -1.3 0.843
C -2.911 4.242 4.806 -1.2 -0.5 0.5 -0.961
S -4.237 3.557 5.909 1.5 -0.1 1.3 1.003
O -4.966 2.608 5.116 -0.2 -0.3 -0.5 -0.536
O -4.991 4.543 6.648 0.4 0.0 -0.2 -0.709
C -3.029 2.591 7.022 -0.2 1.8 -1.0 -0.759
H -0.968 3.097 6.634 0.1 -0.2 0.2 0.332
H -1.428 1.454 6.099 0.2 0.1 -0.1 0.179
H -2.244 2.265 4.070 -0.6 0.1 0.1 -0.463
H -1.048 3.421 4.249 0.2 0.0 0.5 0.035
H -3.491 4.531 3.930 0.3 -0.4 -0.4 0.326
H -2.428 5.157 5.150 -0.2 -0.1 0.6 0.477
H -3.510 1.710 7.448 0.1 -0.1 -0.6 0.439
H -2.813 3.272 7.845 -0.3 0.0 0.0 0.331
C -3.812 -3.452 -1.141 0.0 0.6 -0.2 0.075
C -4.298 -4.600 -2.040 -2.0 1.2 0.7 -0.383
C -5.671 -4.111 -2.651 0.6 0.2 -0.9 -1.017
S -5.658 -2.252 -2.758 3.5 -1.1 -0.6 1.252
O -6.565 -1.724 -1.805 -1.2 0.4 0.7 -0.637
O -5.629 -1.774 -4.133 -0.2 -0.4 1.0 -0.704
C -3.914 -2.169 -2.012 0.0 -1.1 -0.4 0.331
H -2.796 -3.719 -0.850 0.2 0.5 0.0 -0.604
H -4.378 -3.240 -0.235 -0.3 -0.6 0.1 0.514
H -4.506 -5.517 -1.489 0.4 0.0 -0.1 0.488
H -3.528 -4.728 -2.801 -0.3 -0.4 -0.1 0.115
H -6.604 -4.330 -2.132 0.4 -0.2 0.5 0.480
H -5.761 -4.543 -3.648 -0.2 0.4 -0.2 0.401
H -3.653 -1.247 -1.493 -0.6 0.1 0.0 0.306
H -3.213 -2.318 -2.833 -0.2 0.3 -0.3 -0.599
C 2.771 -4.110 1.648 0.3 1.6 -1.1 -0.618
C 2.264 -2.999 0.675 -0.2 0.6 1.2 2.104
C 3.100 -1.698 1.014 -1.0 -0.5 -0.1 0.522
S 3.153 -1.639 2.829 2.0 -2.1 -0.9 1.045
O 1.996 -0.962 3.367 0.3 0.4 0.0 -0.355
O 4.535 -1.292 3.210 -1.9 -0.1 0.1 -0.782
C 2.871 -3.479 3.018 -0.4 0.3 1.2 -0.838
H 3.762 -4.313 1.240 0.0 -0.8 0.3 0.435
H 2.044 -4.919 1.580 0.5 -0.3 0.3 0.189
H 1.207 -2.848 0.896 -0.1 0.4 0.1 -1.062
H 2.242 -3.404 -0.336 0.6 0.6 -0.1 -1.076
H 2.674 -0.718 0.796 -0.3 -0.2 -0.6 -0.740
H 4.102 -1.721 0.585 0.1 -0.1 0.3 0.514
H 1.934 -3.590 3.564 -0.1 0.3 -0.2 0.120
H 3.602 -3.885 3.717 0.4 0.1 -0.4 0.549
C 3.112 3.683 -2.258 -1.0 0.4 0.3 -0.202
C 2.555 3.097 -3.595 0.7 0.9 0.2 -1.046
C 2.640 1.623 -3.436 0.1 -0.9 0.8 -0.157
S 4.148 1.207 -2.427 -1.1 0.4 -3.0 0.829
O 5.238 1.004 -3.369 -0.2 0.5 0.9 -0.768
O 3.770 0.115 -1.578 0.2 -0.4 1.0 -0.293
C 4.148 2.788 -1.568 0.8 -0.3 -0.4 0.696
H 2.310 3.759 -1.523 -0.4 -0.2 -0.2 -0.539
H 3.373 4.734 -2.380 0.6 -0.2 -0.1 0.730
H 3.097 3.488 -4.456 0.3 -0.1 0.1 0.362
H 1.524 3.417 -3.749 -0.1 0.0 0.2 0.496
H 2.611 1.007 -4.334 0.1 0.0 0.1 0.748
H 1.829 1.365 -2.755 -0.1 -0.5 -0.1 -0.466
H 5.171 3.161 -1.590 -0.1 -0.1 0.1 0.577
H 3.873 2.468 -0.563 0.0 0.5 0.1 -1.049
C 5.132 2.993 3.419 -0.5 0.6 -0.5 -0.268
C 5.745 4.275 2.851 1.3 0.1 -0.7 -0.948
C 7.095 3.891 2.191 0.3 0.1 0.8 -0.843
S 6.921 2.206 1.462 -0.6 0.3 -0.4 1.005
O 7.975 1.291 1.866 -0.8 0.9 0.2 -0.689
O 6.682 2.332 0.027 0.0 0.1 1.0 -0.567
C 5.295 1.874 2.319 0.3 0.1 1.3 0.682
H 4.132 3.283 3.740 -0.6 -0.5 -0.9 -0.119
H 5.486 2.775 4.426 1.0 -0.6 -0.4 0.377
H 5.982 5.045 3.585 -0.2 -0.2 0.3 0.437
H 5.117 4.787 2.122 -0.3 -0.4 -0.1 0.308
H 7.844 3.854 2.982 0.0 -0.6 0.1 0.373
H 7.515 4.652 1.534 -0.4 -0.4 -0.6 0.474
H 5.314 0.883 2.772 0.4 0.0 0.0 0.258
H 4.502 1.805 1.575 0.1 0.6 -0.1 -0.530
```
Forces are in eV/Å.

Output
Total charge: -1
Orbital gap (eV): 8.9